No. 1
Computed, not measured: C7H9NO in the gas phase in a non-equilibrium geometry, with ωB97M-V/def2-TZVPD.

Positions of all 18 atoms, in Å:
C -1.97991 0.25994 -1.11782
C -1.90898 1.54255 -1.67540
C -0.94423 -0.35800 -0.48353
C 0.07109 0.34431 0.16531
C 0.96336 0.66363 1.07373
C -0.92696 -1.91561 -0.42080
C 2.27684 1.43410 0.74960
N 0.48611 1.96336 -1.55525
O -0.60847 1.96388 -2.10790
H -2.89324 -0.43694 -1.21701
H -2.64896 2.01193 -2.18810
H 0.83337 0.70090 2.14024
H 0.09397 -2.09422 -0.66871
H -1.56454 -2.20810 -1.27722
H -1.35702 -2.19533 0.55048
H 1.96017 2.51664 1.09852
H 2.19068 1.27981 -0.29461
H 3.11934 0.96408 1.21398

Its multiplicity is 3. The energy relative to the best compared isomer or geometry (same formula, charge and spin) is 83.8 kcal/mol. Its HOMO energy (spin up / spin down) is -7.1683 / -8.3381 eV. Its orbital gap (spin up / spin down) is 7.53 / 7.94 eV.

***

No. 2
Computed, not measured: C7H9NO2S2 in the gas phase in a non-equilibrium geometry, with ωB97M-V/def2-TZVPD.

Positions of all 21 atoms, in Å:
C -0.10983 1.22188 2.68002
C 0.18519 1.01799 1.21139
S 1.94928 0.41172 1.32916
C 2.06941 -0.05316 -0.39313
O 3.00968 -0.09351 -1.25950
C 0.64985 -0.61138 -0.93932
C 0.26793 0.16862 -2.25040
S -1.24794 -0.79709 -2.78189
C -1.36151 -1.63523 -0.92930
N -0.42625 -0.90329 -0.18597
C -0.93245 0.05513 0.67580
O -2.21680 0.31006 0.80455
H -0.68851 0.13317 3.17488
H -1.09237 1.72008 2.63816
H 0.59916 1.66440 3.47429
H 0.31662 1.97408 0.53077
H 1.06308 -1.63340 -1.25528
H 0.15756 1.25643 -1.90792
H 1.11546 0.30862 -3.06155
H -2.33420 -1.74899 -0.46359
H -0.97336 -2.76613 -1.09118

The energy relative to the best compared isomer or geometry (same formula, charge and spin) is 84.0 kcal/mol. Its HOMO energy is -9.1306 eV. Its orbital gap is 9.23 eV. As for the structure (SMILES): C[C@H]1SC(=O)[C@@H]2CSCN2C1=O.

***

No. 3
Computed, not measured: a molecular structure, C7H9NO2Sr in a non-equilibrium geometry, with ωB97M-V/def2-TZVPD.

Positions of all 20 atoms, in Å:
Sr 0.04764 -0.40084 -1.56164
C 0.66484 -0.64981 -3.63705
H 1.74609 -0.74424 -3.64775
H 0.17592 -1.53895 -4.02635
H 0.35405 0.23858 -4.18321
H -1.34477 0.69781 -2.35978
H -1.71739 -0.08307 -2.28199
O 1.78173 2.53896 0.45958
C 1.20883 1.63235 -0.07588
O 1.26480 1.48127 -1.40642
C 0.37454 0.61956 0.95622
C 0.41267 0.87998 2.32240
C -0.26202 0.04925 3.21921
C -0.98319 -1.04956 2.76348
C -1.02677 -1.31072 1.40845
N -0.36442 -0.48558 0.57913
H 0.97512 1.73603 2.70882
H -0.22216 0.26036 4.29167
H -1.50660 -1.70217 3.46306
H -1.57890 -2.16924 1.00804

The energy relative to the best compared isomer or geometry (same formula, charge and spin) is 18.1 kcal/mol. Its HOMO energy is -6.1351 eV. Its orbital gap is 5.70 eV.

***

No. 4
Computed, not measured: a molecular structure, C7H9NO3P in a non-equilibrium geometry, with ωB97M-V/def2-TZVPD.

Positions of all 21 atoms, in Å:
C 3.69022 0.24060 -0.07882
C 2.51033 0.98466 -0.03912
C 3.57684 -1.08407 0.07269
C 1.43024 0.22050 0.03068
C -1.44609 -1.40586 0.11301
C -3.07233 0.32893 -0.65263
C -1.83480 0.24832 0.22911
N -0.84978 1.23342 0.04537
O -0.35741 -1.65256 -0.50213
O -2.35254 -2.12459 0.57231
O -4.19891 -0.20634 0.00334
P 1.82563 -1.49944 -0.13095
H 4.58482 0.74953 -0.15855
H 2.67860 2.07734 0.01445
H 4.49562 -1.65424 -0.21355
H -3.42664 1.36580 -0.78180
H -2.95911 -0.14922 -1.57545
H -2.19727 0.01929 1.28046
H -0.66102 1.19998 -0.92747
H -3.94662 -1.10720 0.41284
H 1.78955 -1.60676 1.25609

The energy relative to the best compared isomer or geometry (same formula, charge and spin) is 181.2 kcal/mol. Its HOMO energy (spin up / spin down) is -4.5880 / -4.3548 eV. Its orbital gap (spin up / spin down) is 7.77 / 7.59 eV. As for the charge: -1.

***

No. 5
Computed, not measured: a molecular structure, C7H9NO4 in a non-equilibrium geometry, with ωB97M-V/def2-TZVPD.

Positions of all 21 atoms, in Å:
C 0.23102 3.00775 0.43461
C 0.64763 1.72682 1.06110
C -0.71241 2.68651 -0.45071
C 0.01985 0.81514 0.27085
C -0.92888 -1.39442 -1.02066
C 1.89341 -1.61421 -0.82988
C -0.19691 -1.18032 0.32948
N -1.03496 -1.37984 1.45985
O -2.26441 -1.45499 -0.89904
O -0.36512 -1.32233 -2.07648
O -0.91540 1.39836 -0.58246
O 1.11202 -1.74357 0.27779
H 0.78454 3.93057 0.48983
H 1.46167 1.63340 1.76629
H -1.41746 3.24607 -1.10435
H 2.07383 -0.54668 -1.01692
H 1.32400 -2.10137 -1.58681
H 2.78020 -2.11372 -0.55543
H -0.44822 -1.55470 2.35468
H -1.52539 -0.48519 1.58137
H -2.51900 -1.55327 0.09690

The energy relative to the best compared isomer or geometry (same formula, charge and spin) is 77.1 kcal/mol. Its HOMO energy is -8.7759 eV. Its orbital gap is 9.33 eV.

***

No. 6
Computed, not measured: a molecular structure, C7H9NO4 in a non-equilibrium geometry, with ωB97M-V/def2-TZVPD.

Positions of all 21 atoms, in Å:
C -1.42101 0.83872 0.22006
C -2.29429 -0.13319 0.30033
C 0.97345 -1.76644 1.46310
C -0.07998 0.46304 0.64562
C 0.00984 -1.10862 0.56856
C -1.76552 2.18465 -0.24328
C 0.37648 -1.48878 -0.89168
N -3.57026 -0.47989 -0.17125
O 2.00023 -1.25854 1.79123
O -4.26253 0.47729 -0.55588
O -3.90110 -1.63997 -0.30190
O -1.28976 -1.63366 0.82863
H 0.75257 -2.88540 1.78886
H 0.73368 0.94065 -0.03299
H 0.03373 0.82952 1.64069
H -1.12932 2.56812 -1.09856
H -1.49021 3.10216 0.43191
H -2.77172 2.08506 -0.69379
H 1.43148 -1.22496 -1.02956
H -0.02545 -0.76901 -1.69529
H -0.13079 -2.43965 -1.01168

Its multiplicity is 3. The energy relative to the best compared isomer or geometry (same formula, charge and spin) is 117.3 kcal/mol. Its HOMO energy (spin up / spin down) is -6.7226 / -10.1794 eV. Its orbital gap (spin up / spin down) is 6.40 / 6.89 eV.

***

Q: Which value of energy relative to the best compared isomer or geometry (same formula, charge and spin) does entry 5 give?
A: 77.1 kcal/mol